Record 1
# C68H201N17O24

A cluster of 24 separate species, C68H201N17O24 in total in a non-equilibrium geometry (ωB97M-V/def2-TZVPD, the OMol25 dataset).

Charge: 0
Calculated total energy: -5447.3319 hartree

Positions of all 310 atoms, in Å:
C 2.73 -10.00 3.45
C 2.54 -8.47 3.69
C 3.72 -7.52 3.29
O 3.44 -6.17 3.57
C 4.58 -5.42 4.05
N 1.35 -8.14 2.88
H 3.55 -10.34 4.09
H 3.15 -10.02 2.44
H 1.84 -10.60 3.61
H 2.39 -8.28 4.75
H 4.12 -7.54 2.28
H 4.53 -7.86 3.94
H 4.92 -5.89 4.98
H 4.59 -4.37 4.36
H 5.33 -5.30 3.27
H 0.93 -7.27 3.16
H 1.63 -7.89 1.94
C -8.82 0.36 -3.96
C -8.23 1.74 -3.58
C -6.60 1.69 -3.63
O -6.18 0.94 -2.49
C -4.81 0.62 -2.68
N -8.65 2.70 -4.68
H -9.87 0.49 -4.21
H -8.82 -0.25 -3.06
H -8.38 -0.17 -4.81
H -8.55 2.20 -2.65
H -6.13 2.67 -3.68
H -6.38 1.05 -4.48
H -4.16 1.48 -2.53
H -4.51 0.34 -3.69
H -4.55 -0.31 -2.19
H -7.93 2.52 -5.36
H -9.42 2.33 -5.21
C -4.64 5.63 0.00
C -4.42 5.87 1.51
C -3.24 6.85 1.85
O -2.01 6.22 2.33
C -1.53 5.11 1.42
N -5.69 6.36 1.94
H -4.92 6.56 -0.50
H -5.45 4.94 -0.21
H -3.73 5.35 -0.52
H -4.30 4.96 2.10
H -3.55 7.48 2.68
H -3.05 7.49 0.98
H -1.26 5.57 0.47
H -2.23 4.29 1.29
H -0.66 4.89 2.04
H -5.72 6.60 2.92
H -6.46 5.83 1.57
C -0.12 0.42 2.39
C -0.06 -0.63 1.27
C -0.50 -0.08 -0.16
O -1.25 1.16 -0.05
C -1.27 1.95 -1.26
N 1.30 -1.15 1.26
H 0.06 -0.04 3.37
H -1.11 0.86 2.52
H 0.59 1.21 2.17
H -0.77 -1.40 1.58
H -1.11 -0.81 -0.69
H 0.39 0.05 -0.77
H -1.83 2.84 -1.01
H -1.69 1.47 -2.14
H -0.25 2.12 -1.61
H 1.49 -1.46 2.20
H 1.95 -0.41 1.02
C -2.87 -4.04 3.09
C -3.80 -4.83 2.26
C -2.99 -5.65 1.24
O -3.91 -6.45 0.56
C -3.28 -7.49 -0.29
N -4.68 -5.50 3.16
H -2.29 -3.28 2.56
H -2.03 -4.63 3.45
H -3.28 -3.44 3.90
H -4.46 -4.15 1.73
H -2.21 -6.23 1.73
H -2.64 -5.06 0.39
H -3.16 -7.16 -1.32
H -3.83 -8.43 -0.23
H -2.28 -7.75 0.05
H -4.16 -6.20 3.67
H -5.37 -5.97 2.60
C -3.18 -5.36 -5.97
C -4.05 -5.53 -4.73
C -4.59 -4.10 -4.40
O -3.68 -3.43 -3.62
C -3.90 -3.70 -2.21
N -5.12 -6.39 -4.99
H -3.05 -6.31 -6.48
H -2.17 -4.96 -5.90
H -3.71 -4.68 -6.65
H -3.56 -5.90 -3.84
H -5.54 -4.23 -3.89
H -4.93 -3.56 -5.29
H -4.01 -4.75 -1.93
H -4.84 -3.26 -1.88
H -3.15 -3.37 -1.49
H -5.64 -6.38 -4.13
H -5.78 -6.01 -5.65
C 0.30 -2.60 -6.30
C 0.22 -2.95 -4.82
C 1.45 -2.22 -4.24
O 1.43 -2.24 -2.82
C 2.48 -1.52 -2.25
N -1.00 -2.35 -4.26
H 0.05 -1.55 -6.44
H -0.56 -3.12 -6.74
H 1.10 -2.99 -6.92
H 0.17 -4.03 -4.66
H 1.45 -1.21 -4.64
H 2.32 -2.78 -4.58
H 3.43 -1.96 -2.56
H 2.42 -1.74 -1.18
H 2.45 -0.45 -2.46
H -1.70 -3.00 -4.59
H -1.07 -2.42 -3.26
C 5.04 2.20 -4.32
C 3.94 3.30 -4.10
C 3.56 3.97 -5.43
O 2.58 4.99 -5.35
C 2.35 5.73 -6.49
N 2.75 2.59 -3.64
H 4.64 1.60 -5.13
H 5.29 1.55 -3.48
H 5.94 2.65 -4.74
H 4.27 4.10 -3.44
H 3.35 3.12 -6.08
H 4.44 4.25 -6.01
H 2.62 5.24 -7.43
H 3.01 6.59 -6.39
H 1.30 5.95 -6.70
H 2.05 3.25 -3.33
H 3.09 2.04 -2.86
C 4.55 2.99 6.37
C 4.87 1.45 6.19
C 4.17 0.82 4.99
O 4.64 1.29 3.69
C 4.13 0.44 2.59
N 6.21 1.31 5.82
H 5.38 3.34 6.98
H 3.84 3.05 7.19
H 4.34 3.52 5.45
H 4.71 0.87 7.10
H 3.10 1.00 4.95
H 4.13 -0.26 5.11
H 3.25 0.83 2.07
H 3.86 -0.60 2.77
H 4.93 0.31 1.86
H 6.38 0.33 5.68
H 6.26 1.55 4.83
C 8.18 -5.62 1.56
C 6.95 -5.97 0.88
C 6.16 -4.78 0.24
O 5.75 -3.76 1.04
C 5.08 -2.68 0.39
N 7.14 -7.10 -0.02
H 9.01 -5.37 0.90
H 8.43 -6.47 2.19
H 7.97 -4.71 2.12
H 6.32 -6.43 1.64
H 5.30 -5.20 -0.27
H 6.67 -4.40 -0.64
H 4.01 -2.69 0.22
H 5.52 -2.53 -0.60
H 5.34 -1.83 1.03
H 7.70 -6.75 -0.78
H 7.62 -7.89 0.40
C -1.07 4.44 -5.30
C -1.19 2.99 -4.92
C -2.58 2.39 -5.37
O -3.02 2.59 -6.70
C -4.37 2.99 -6.83
N -0.15 2.21 -5.50
H -1.08 4.70 -6.36
H -0.12 4.85 -4.94
H -1.82 5.09 -4.86
H -1.06 2.95 -3.84
H -3.35 2.80 -4.73
H -2.58 1.34 -5.08
H -4.76 2.89 -7.84
H -4.44 4.01 -6.46
H -5.11 2.49 -6.22
H 0.74 2.62 -5.24
H -0.15 1.34 -5.00
C -0.10 -6.20 -1.44
C 0.62 -5.55 -0.23
C 2.12 -5.94 -0.10
O 2.27 -7.22 0.35
C 3.52 -7.79 -0.21
N 0.40 -4.08 -0.37
H -0.64 -7.08 -1.10
H 0.55 -6.47 -2.28
H -0.86 -5.52 -1.83
H 0.15 -5.92 0.69
H 2.61 -5.24 0.58
H 2.60 -5.82 -1.07
H 3.50 -7.80 -1.30
H 3.80 -8.77 0.18
H 4.47 -7.27 -0.07
H 0.70 -3.41 0.34
H 0.80 -3.70 -1.21
C 11.06 -2.52 6.44
C 9.66 -2.01 6.23
C 9.06 -2.42 4.86
O 7.69 -1.99 4.90
C 7.06 -1.74 3.68
N 8.80 -2.63 7.22
H 11.09 -3.60 6.55
H 11.45 -1.98 7.31
H 11.83 -2.41 5.68
H 9.60 -0.93 6.37
H 9.24 -3.47 4.62
H 9.62 -1.84 4.13
H 6.80 -2.74 3.33
H 7.59 -1.19 2.90
H 6.10 -1.24 3.74
H 7.90 -2.28 6.93
H 8.89 -3.59 6.95
C 2.65 4.27 2.04
C 3.57 4.94 0.96
C 2.80 5.54 -0.32
O 2.17 4.55 -1.21
C 1.49 5.23 -2.35
N 4.33 5.97 1.68
H 2.28 5.08 2.66
H 3.21 3.53 2.62
H 1.79 3.78 1.59
H 4.28 4.18 0.65
H 3.47 6.12 -0.95
H 2.02 6.16 0.12
H 0.68 5.85 -1.97
H 0.92 4.63 -3.07
H 2.10 5.91 -2.94
H 4.19 6.94 1.43
H 5.20 5.75 1.22
C 1.07 6.35 7.56
C 1.09 6.18 6.00
C 0.29 4.91 5.56
O 0.83 3.80 6.18
C 0.38 2.65 5.52
N 0.46 7.37 5.37
H 1.60 5.45 7.89
H 0.06 6.29 7.97
H 1.66 7.14 8.02
H 2.05 5.97 5.52
H 0.22 4.80 4.48
H -0.72 5.14 5.90
H -0.70 2.76 5.48
H 0.62 1.70 6.00
H 0.64 2.64 4.46
H -0.54 7.24 5.29
H 0.64 7.43 4.38
C -8.91 1.59 1.10
C -7.99 2.54 1.76
C -6.52 2.17 1.61
O -6.26 0.91 2.09
C -4.91 0.45 1.95
N -8.18 3.89 1.28
H -8.72 0.59 1.49
H -8.64 1.53 0.05
H -9.93 1.95 1.21
H -8.38 2.46 2.77
H -5.93 2.82 2.26
H -6.04 2.36 0.64
H -4.56 -0.35 2.60
H -4.20 1.27 2.08
H -4.61 0.17 0.94
H -9.05 4.35 1.53
H -7.99 4.17 0.33
C -4.24 6.02 -3.50
C -5.12 6.52 -4.63
C -4.28 6.94 -5.91
O -3.37 7.99 -5.59
C -2.61 8.67 -6.62
N -6.07 5.44 -4.94
H -3.62 5.16 -3.76
H -4.93 5.67 -2.73
H -3.61 6.81 -3.10
H -5.71 7.34 -4.22
H -4.97 7.24 -6.71
H -3.58 6.21 -6.32
H -1.61 8.60 -6.20
H -2.80 9.73 -6.81
H -2.36 8.17 -7.56
H -5.54 4.73 -5.41
H -6.50 4.99 -4.15
O -3.29 3.23 4.61
H -3.81 3.16 3.82
H -3.04 2.32 4.82
O -3.11 -1.17 -6.09
H -3.11 -1.67 -5.27
H -2.21 -0.86 -6.18
O -3.03 0.47 4.92
H -2.54 -0.34 5.07
H -3.80 0.40 5.49
O -1.11 -1.43 5.98
H -1.93 -1.87 6.20
H -0.75 -1.17 6.83
O 1.19 -4.96 3.03
H 1.10 -5.01 2.08
H 2.12 -5.16 3.19
O 1.52 -2.19 4.59
H 0.86 -1.77 5.14
H 1.04 -2.82 4.06
O 3.09 1.60 -0.54
H 2.65 2.42 -0.77
H 4.02 1.83 -0.54

These are the Mulliken partial charges, in e, on atoms 1 to 2:
1. C -1.394
2. C 0.071

Record 2
# C6H10O3

A structure of composition C6H10O3 in a non-equilibrium geometry (ωB97M-V/def2-TZVPD, the OMol25 dataset).

Charge: 0
Energy above the lowest of the compared OMol25 structures with the same formula, charge and spin: 4.904 eV

Positions of all 19 atoms, in Å:
C 1.32 0.59 -2.05
C -0.03 0.31 -1.46
C -0.18 1.22 0.39
O -1.08 0.22 -2.00
O 0.72 2.03 0.37
H -1.26 1.42 0.28
H 2.07 0.74 -1.27
H 1.59 -0.26 -2.68
H 1.24 1.49 -2.66
C -0.90 -1.67 0.24
C -0.38 0.36 2.12
C 0.26 -0.71 0.30
O 1.43 -1.01 0.35
H -1.85 -1.20 0.02
H -0.99 -2.17 1.21
H -0.68 -2.42 -0.52
H -0.18 1.33 2.57
H -1.43 0.09 2.23
H 0.31 -0.37 2.55

These are the Mulliken partial charges, in e, on atoms 1 to 2:
1. C -1.135
2. C 0.683

Record 3
# C6H10O

A structure of composition C6H10O (ωB97M-V/def2-TZVPD, the OMol25 dataset).

Charge: 0
Energy above the lowest of the compared OMol25 structures with the same formula, charge and spin: 5.363 eV

Positions of all 17 atoms, in Å:
C 2.01 0.01 -0.21
C 0.79 0.15 0.45
C 0.07 -0.98 0.82
C -1.42 -0.85 0.68
C -1.04 -0.23 -0.63
C -0.26 1.02 -0.25
O -1.04 1.88 0.55
H 2.64 -0.84 0.01
H 2.51 0.88 -0.62
H 1.15 -0.55 -1.51
H 0.55 -1.94 0.99
H -1.94 -0.20 1.39
H -1.92 -1.82 0.60
H 0.27 -0.75 -1.57
H -1.67 -0.34 -1.52
H 0.16 1.55 -1.11
H -0.42 2.45 1.04

These are the Mulliken partial charges, in e, on atoms 1 to 2:
1. C -1.006
2. C 0.092